A single C5H6N2O molecule, computed with wB97M-V/def2-TZVPD.

XYZ file:
```
14
Properties=species:S:1:pos:R:3:forces:R:3
H -1.758 1.585 1.018 0.1 -0.2 -0.5
H 1.695 2.131 -0.002 0.0 0.1 0.0
H 1.665 -1.682 0.923 -0.1 0.2 -0.2
C 1.343 1.108 0.008 0.3 -0.1 -0.1
H -1.490 -1.945 -0.524 -0.1 0.1 -0.1
O -2.187 -0.155 -0.058 -0.3 0.2 -0.1
C -0.009 -0.654 0.014 -0.1 -0.1 0.0
C -0.054 0.680 -0.001 0.5 -0.3 0.0
C 1.421 -1.100 0.018 -0.1 -0.4 0.4
H 1.708 -1.729 -0.829 -0.1 0.1 0.0
N 2.198 0.136 0.009 -0.6 0.4 0.0
C -1.483 1.105 0.053 -0.1 0.5 0.0
N -1.266 -1.236 0.168 0.5 -0.2 0.0
H -1.782 1.757 -0.797 0.0 -0.4 0.5
```
Positions in Å, forces in eV/Å.

Its gap between HOMO and LUMO is 9.01 eV. The calculation puts the total energy at -378.769489 Eh. The SMILES is C1=NCC2=C1CON2. The lowest unoccupied orbital energy comes out at 0.8 eV. As for the net charge: 0. Its spin multiplicity is 1.